No. 1
# C17H22N2O5

An isolated molecule of C17H22N2O5 (the ωB97M-V functional and the def2-TZVPD basis, the Open Molecules 2025 dataset).

XYZ file:
```
46
Properties=species:S:1:pos:R:3:lowdin_charge:R:1
C 3.671 -1.139 0.556 -0.21
H -0.125 1.020 -2.340 0.10
H -6.710 2.501 1.361 0.12
H 1.447 0.760 0.999 0.11
H 4.748 -1.199 0.773 0.16
H -2.517 1.619 -2.576 0.12
C 3.483 0.152 -0.253 -0.02
O -4.807 2.232 -1.760 0.11
C -2.849 1.803 -0.479 -0.13
N 1.178 0.814 0.017 0.13
H 4.988 -2.999 2.364 0.13
O 2.214 -0.349 2.336 0.11
O 1.944 0.328 -2.080 0.07
H 3.731 0.991 0.400 0.13
H -6.019 4.485 -0.870 0.07
C -2.278 1.715 0.790 -0.01
N 3.331 -2.365 -0.162 -0.12
H 1.343 -1.677 -0.221 0.11
C 1.907 -2.589 -0.415 -0.22
C 3.997 -3.325 2.027 -0.12
C 3.985 -3.482 0.482 -0.14
O 3.037 -2.388 2.498 0.04
H 1.504 -3.362 0.253 0.13
C -4.269 2.161 -0.680 -0.45
H 4.194 0.121 -1.080 0.13
H -5.925 4.837 0.862 0.08
O -4.909 2.391 0.480 -0.02
H -0.503 1.307 1.907 0.12
H -6.759 2.175 -0.400 0.12
H 3.478 -4.401 0.190 0.12
C -6.440 4.251 0.104 -0.06
C 2.116 0.417 -0.885 -0.47
H 3.749 -4.258 2.535 0.13
C -2.061 1.549 -1.600 0.00
C 2.929 -1.209 1.879 -0.43
C 1.706 -2.995 -1.870 -0.06
H 2.003 -2.176 -2.518 0.06
H 2.307 -3.868 -2.109 0.07
H 5.019 -3.538 0.126 0.12
H -2.884 1.908 1.661 0.12
C -0.729 1.217 -1.471 0.01
H 0.659 -3.224 -2.051 0.08
C -0.160 1.132 -0.201 -0.20
H -7.494 4.512 0.106 0.08
C -0.948 1.382 0.926 0.00
C -6.282 2.764 0.391 -0.22
```

## Properties
lowest unoccupied orbital energy = 0.5 eV
total energy = -1146.7526 a.u.
energy relative to the best compared isomer or geometry (same formula, charge and spin) = 17.9 kcal/mol
molar mass = 334.372 g mol⁻¹
SMILES = CCOC(=O)c1ccc(NC(=O)C[C@H]2C(=O)OCCN2CC)cc1


No. 2
# C17H22N2O5S2SiW

A structure of composition C17H22N2O5S2SiW (the ωB97M-V functional and the def2-TZVPD basis, the Open Molecules 2025 dataset).

XYZ file:
```
50
Properties=species:S:1:pos:R:3:lowdin_charge:R:1
C -0.778 1.811 -0.114 -0.20
C 0.779 -3.929 -0.386 -0.53
C -5.946 -1.522 -1.531 -0.02
C 4.285 1.755 0.465 -0.01
C -5.071 -2.417 0.524 -0.04
H -7.127 -2.491 -0.008 0.13
H -4.408 -0.638 -2.797 0.15
H 4.470 5.002 -0.404 0.09
H -6.771 -1.322 -2.198 0.12
H 1.486 -0.109 2.063 -0.01
H -1.369 2.667 0.230 0.04
C -3.778 -2.021 0.142 -0.58
S 1.872 -0.909 -1.266 0.67
H 1.641 -3.156 1.416 0.14
H 5.918 4.048 -0.702 0.10
H -3.255 0.770 1.663 0.03
C -4.688 -1.140 -1.884 0.02
C 2.555 1.681 -1.711 -0.05
H 2.758 -3.193 0.044 0.13
H 3.194 3.679 -2.094 0.13
H 1.149 1.593 2.376 0.04
H -2.483 0.063 3.090 0.02
O -0.373 -3.293 -0.729 -0.26
H 0.463 0.357 3.425 0.04
H 3.643 -0.254 0.863 0.12
O 0.982 -5.067 -0.657 0.17
C 0.720 0.588 2.391 -0.19
O -2.424 -0.998 -1.442 -0.28
O 2.691 -1.711 -2.108 -0.20
W -0.751 -1.407 -0.498 1.44
C 3.550 0.609 0.217 -0.05
H 4.957 1.783 1.312 0.12
H 5.284 4.180 0.935 0.08
H -2.311 1.783 2.751 0.04
N 1.312 -1.615 0.047 -0.35
C 3.295 2.818 -1.446 -0.01
H -5.189 -2.918 1.473 0.12
H 1.880 1.645 -2.556 0.13
C -2.363 0.793 2.291 -0.24
C 5.000 4.097 -0.113 -0.03
O 0.522 -0.484 -1.862 -0.43
S -2.366 -2.233 1.089 0.77
C -6.136 -2.175 -0.302 -0.02
C 4.172 2.872 -0.362 -0.24
C 1.732 -2.980 0.342 -0.13
C 2.684 0.589 -0.865 -0.30
H -1.191 1.525 -1.084 0.02
H 0.245 2.148 -0.279 0.02
Si -0.802 0.523 1.295 0.48
N -3.656 -1.397 -1.046 -0.15
```

## Properties
lowest unoccupied orbital energy (spin up / spin down) = -4.4 / -4.2 eV
multiplicity = 2
total energy = -2299.4601 a.u.
energy relative to the best compared isomer or geometry (same formula, charge and spin) = 3.7 kcal/mol
charge = +1
molar mass = 610.432 g mol⁻¹


No. 3
# C17H22N4O

An isolated molecule of C17H22N4O (the ωB97M-V functional and the def2-TZVPD basis, the Open Molecules 2025 dataset).

XYZ file:
```
44
Properties=species:S:1:pos:R:3:lowdin_charge:R:1
C 2.511 2.257 1.397 -0.11
H -2.150 -2.641 0.948 0.15
H 3.673 -4.936 -1.065 0.10
C 2.408 1.504 2.742 -0.25
H 3.539 2.165 1.053 0.06
H -2.121 2.891 1.167 0.07
H -2.372 -3.114 -3.622 0.09
H 2.622 0.429 2.557 0.10
H 2.311 -4.761 0.967 0.11
C 0.337 -2.848 -1.056 -0.15
H -2.600 0.025 0.869 0.14
C -0.174 -3.438 1.212 -0.06
C -1.893 2.525 2.172 -0.02
H -0.705 -4.393 1.311 0.13
C 2.273 -3.649 -2.251 -0.06
H 0.744 -2.440 -3.103 0.08
O -2.769 -1.079 -1.071 0.03
C -1.259 1.151 2.079 -0.22
H 2.827 -3.700 -3.185 0.10
H 3.148 1.924 3.429 0.10
N -1.754 0.048 1.406 0.14
C 2.716 -4.387 -1.109 -0.08
C -1.136 -2.300 0.735 -0.14
H -0.591 -0.744 -3.152 0.11
C -1.557 -1.253 -3.057 -0.17
H 1.809 1.838 0.678 0.07
C -1.726 -1.540 -1.533 -0.37
H 0.628 2.609 3.338 0.08
H -2.364 -0.583 -3.324 0.10
H 0.279 -3.214 2.163 0.11
C 0.966 1.584 3.330 -0.15
C 0.805 -3.503 0.091 -0.15
N -0.868 -2.219 -0.711 0.07
C -0.023 0.703 2.575 -0.23
C -0.871 -0.976 1.450 -0.26
C 1.083 -2.916 -2.205 -0.03
N 0.183 -0.623 2.196 0.16
H -2.836 2.474 2.707 0.07
H -1.250 3.301 2.636 0.08
H 2.280 3.309 1.519 0.06
H 0.990 1.258 4.377 0.11
N -1.646 -2.435 -3.957 -0.02
H -1.822 -2.186 -4.963 0.09
C 1.996 -4.260 0.070 -0.03
```

## Properties
lowest unoccupied orbital energy = 0.8 eV
total energy = -955.2818 a.u.
energy relative to the best compared isomer or geometry (same formula, charge and spin) = 10.8 kcal/mol
molar mass = 298.390 g mol⁻¹
SMILES = CCCc1nc([C@@H]2Cc3ccccc3N2C(=O)CN)[nH]c1C


No. 4
# C17H22N4O2S

An isolated molecule of C17H22N4O2S (the ωB97M-V functional and the def2-TZVPD basis, the Open Molecules 2025 dataset).

XYZ file:
```
46
Properties=species:S:1:pos:R:3:lowdin_charge:R:1
C -1.162 1.695 2.557 -0.09
N 0.959 -1.295 -0.834 0.09
H 1.104 2.481 -2.910 0.10
C -1.090 -2.199 0.252 -0.07
C -1.716 -2.088 -1.112 -0.24
O -0.881 0.322 2.415 -0.19
H 1.498 -1.820 3.327 0.12
H -3.257 -1.747 -4.635 0.10
C -1.967 -2.891 -3.365 -0.08
C 0.407 2.836 -2.167 -0.09
H -1.727 -3.615 -4.129 0.10
H -1.669 -1.629 0.984 0.11
H -0.154 0.768 -1.575 0.08
S 3.475 -0.279 1.878 0.99
H 4.534 1.804 1.593 0.09
H 2.309 1.268 -1.044 0.12
H -0.175 -2.193 2.823 0.13
H -3.797 -0.096 -2.884 0.10
C -2.576 -1.040 -1.404 -0.05
H -2.813 -0.317 -0.637 0.11
C 0.289 -1.647 0.227 -0.28
H -0.740 -3.827 -1.885 0.11
H 4.273 1.002 0.007 0.08
H -1.955 1.922 1.848 0.09
H 0.494 3.369 0.006 0.14
C 3.827 1.265 0.964 -0.34
C -3.129 -0.917 -2.667 -0.08
H -1.051 -3.246 0.570 0.13
H -0.277 2.300 2.334 0.07
H -0.092 3.754 -2.438 0.10
C 2.190 -0.871 0.857 -0.63
N 1.990 1.987 -0.405 0.11
H -1.503 1.923 3.574 0.09
C -0.344 1.811 -1.369 -0.10
O 2.069 2.708 1.740 0.03
H -1.363 2.023 -1.085 0.09
C 0.648 -1.481 2.730 -0.11
C 0.201 -0.098 3.214 -0.20
H 1.032 0.615 3.125 0.10
H -0.093 -0.155 4.272 0.13
N 1.037 -1.410 1.349 0.00
C -1.415 -3.013 -2.103 -0.04
C 2.539 2.063 0.820 -0.57
C 0.748 2.614 -0.727 -0.28
N 2.152 -0.812 -0.445 0.02
C -2.826 -1.843 -3.649 -0.09
```

## Properties
lowest unoccupied orbital energy = 0.6 eV
total energy = -1428.6658 a.u.
energy relative to the best compared isomer or geometry (same formula, charge and spin) = 54.2 kcal/mol
molar mass = 346.456 g mol⁻¹
SMILES = COCCn1c(Cc2ccccc2)nnc1SCC(=O)NC1CC1


No. 5
# C17H22N4O4S2

An isolated molecule of C17H22N4O4S2 (the ωB97M-V functional and the def2-TZVPD basis, the Open Molecules 2025 dataset).

XYZ file:
```
49
Properties=species:S:1:pos:R:3:lowdin_charge:R:1
C -0.794 -2.391 -1.164 -0.13
C -2.724 0.562 0.173 -0.08
C -1.568 -2.952 -0.195 -0.52
C -1.152 6.849 -0.707 -0.41
H -0.699 -1.332 -1.322 0.09
C 5.278 -1.607 -0.500 -0.11
C 3.553 -0.480 0.662 -0.21
H 0.545 3.148 -1.478 0.15
O 1.116 -3.191 1.633 0.06
C -0.982 1.969 -0.883 -0.44
H -3.190 6.481 -0.079 0.10
C -2.410 -2.265 0.837 -0.16
H 6.175 -1.361 -1.067 0.09
O -0.367 0.971 -1.188 0.08
C -2.237 6.101 -0.396 -0.24
H 2.083 -0.721 -0.906 0.13
N 1.177 -1.038 0.936 0.08
H -2.711 -0.100 -0.692 0.11
O -0.937 0.889 1.732 0.05
C -0.094 -3.353 -1.926 -0.18
H 0.570 -3.103 -2.734 0.10
C 2.315 -1.173 0.064 -0.15
H 0.041 -5.541 -1.924 0.06
H 3.298 0.553 0.915 0.13
H -2.721 -3.000 1.588 0.12
S -1.440 -4.679 -0.206 1.04
C -0.893 4.449 -0.891 -0.61
C -0.615 -1.685 2.397 -0.03
O 4.633 -0.385 -0.232 -0.19
H -2.345 2.654 0.585 0.12
C -2.354 1.976 -0.268 -0.10
H -0.377 -0.878 3.094 0.13
S 0.167 5.836 -1.167 1.03
H 4.651 -2.280 -1.094 0.08
C -1.699 0.096 1.198 -0.45
C 0.654 -2.069 1.620 -0.48
N -2.080 4.759 -0.507 0.04
C -0.348 -4.624 -1.527 -0.41
H 0.746 -0.127 1.008 0.11
H -3.315 -1.846 0.392 0.12
N -0.400 3.196 -1.112 0.11
H 3.855 -1.006 1.580 0.13
H 2.495 -2.243 -0.062 0.12
H -0.966 -2.560 2.947 0.13
H -3.068 2.367 -0.994 0.13
N -1.669 -1.218 1.511 -0.04
H 5.562 -2.115 0.429 0.09
H -1.040 7.914 -0.698 0.06
H -3.720 0.554 0.620 0.13
```

## Properties
lowest unoccupied orbital energy = 0.5 eV
total energy = -1977.4007 a.u.
energy relative to the best compared isomer or geometry (same formula, charge and spin) = 2.8 kcal/mol
molar mass = 410.521 g mol⁻¹
SMILES = COCCNC(=O)CN(Cc1cccs1)C(=O)CCC(=O)Nc1nccs1


No. 6
# C17H22N4O5

An isolated molecule of C17H22N4O5 (the ωB97M-V functional and the def2-TZVPD basis, the Open Molecules 2025 dataset).

XYZ file:
```
48
Properties=species:S:1:pos:R:3:lowdin_charge:R:1
O -2.914 -1.557 0.692 0.06
H 1.032 0.789 -3.951 0.14
C 4.264 4.422 -2.603 0.14
C -0.364 -7.173 2.331 -0.04
C 0.769 2.870 -3.540 -0.46
O 1.624 3.246 -4.505 0.01
C -1.796 -2.006 0.496 -0.44
C -1.429 -3.399 0.928 -0.18
O 0.524 1.980 2.993 -0.19
H -1.247 -7.809 2.389 0.08
C 0.210 1.493 -3.829 -0.07
H 1.070 3.950 3.344 0.09
C -1.970 -3.920 2.097 -0.05
C -0.192 -5.271 0.675 -0.07
H 0.069 -1.790 -0.298 0.13
H 5.074 4.376 -1.915 0.03
C 2.239 4.533 -4.317 -0.17
H 0.368 -7.647 1.679 0.07
C -1.289 1.171 1.676 -0.17
H 2.071 2.682 4.090 0.09
N -0.628 1.033 -2.756 0.08
N -1.630 -5.119 2.549 0.13
C -0.164 0.113 -1.861 -0.43
C 3.350 4.469 -3.373 -0.09
H -0.849 3.241 2.113 0.13
C -0.962 0.023 -0.569 -0.23
H -1.448 2.312 3.500 0.12
H -1.340 1.667 -2.431 0.14
C -0.746 -5.814 1.833 -0.32
O 0.472 3.548 -2.595 0.13
H 0.568 0.972 0.602 0.13
H 0.544 -5.824 0.103 0.11
H 1.494 5.248 -3.972 0.13
H 0.052 -7.099 3.336 0.08
C 1.052 2.971 3.839 -0.12
C -0.489 1.132 0.381 -0.12
H -0.562 2.098 -0.131 0.12
O 0.823 -0.568 -2.058 0.08
H 0.468 3.060 4.763 0.09
H -2.348 1.333 1.460 0.13
C -0.807 2.260 2.610 -0.25
N -0.512 -4.062 0.233 0.14
H -1.217 0.210 2.189 0.12
H -2.029 0.145 -0.773 0.15
N -0.766 -1.296 -0.010 0.13
H -0.333 1.533 -4.775 0.14
H -2.698 -3.350 2.660 0.12
H 2.593 4.823 -5.303 0.13
```

## Properties
lowest unoccupied orbital energy = 0.4 eV
total energy = -1256.1990 a.u.
energy relative to the best compared isomer or geometry (same formula, charge and spin) = 47.3 kcal/mol
molar mass = 362.386 g mol⁻¹
SMILES = C#CCOC(=O)CNC(=O)[C@H](CCCOC)NC(=O)c1cnc(C)cn1


> Which of these has the lowest total energy?

C17H22N2O5S2SiW


Copy entry 5 word for word.
# C17H22N4O4S2

An isolated molecule of C17H22N4O4S2 (the ωB97M-V functional and the def2-TZVPD basis, the Open Molecules 2025 dataset).

XYZ file:
```
49
Properties=species:S:1:pos:R:3:lowdin_charge:R:1
C -0.794 -2.391 -1.164 -0.13
C -2.724 0.562 0.173 -0.08
C -1.568 -2.952 -0.195 -0.52
C -1.152 6.849 -0.707 -0.41
H -0.699 -1.332 -1.322 0.09
C 5.278 -1.607 -0.500 -0.11
C 3.553 -0.480 0.662 -0.21
H 0.545 3.148 -1.478 0.15
O 1.116 -3.191 1.633 0.06
C -0.982 1.969 -0.883 -0.44
H -3.190 6.481 -0.079 0.10
C -2.410 -2.265 0.837 -0.16
H 6.175 -1.361 -1.067 0.09
O -0.367 0.971 -1.188 0.08
C -2.237 6.101 -0.396 -0.24
H 2.083 -0.721 -0.906 0.13
N 1.177 -1.038 0.936 0.08
H -2.711 -0.100 -0.692 0.11
O -0.937 0.889 1.732 0.05
C -0.094 -3.353 -1.926 -0.18
H 0.570 -3.103 -2.734 0.10
C 2.315 -1.173 0.064 -0.15
H 0.041 -5.541 -1.924 0.06
H 3.298 0.553 0.915 0.13
H -2.721 -3.000 1.588 0.12
S -1.440 -4.679 -0.206 1.04
C -0.893 4.449 -0.891 -0.61
C -0.615 -1.685 2.397 -0.03
O 4.633 -0.385 -0.232 -0.19
H -2.345 2.654 0.585 0.12
C -2.354 1.976 -0.268 -0.10
H -0.377 -0.878 3.094 0.13
S 0.167 5.836 -1.167 1.03
H 4.651 -2.280 -1.094 0.08
C -1.699 0.096 1.198 -0.45
C 0.654 -2.069 1.620 -0.48
N -2.080 4.759 -0.507 0.04
C -0.348 -4.624 -1.527 -0.41
H 0.746 -0.127 1.008 0.11
H -3.315 -1.846 0.392 0.12
N -0.400 3.196 -1.112 0.11
H 3.855 -1.006 1.580 0.13
H 2.495 -2.243 -0.062 0.12
H -0.966 -2.560 2.947 0.13
H -3.068 2.367 -0.994 0.13
N -1.669 -1.218 1.511 -0.04
H 5.562 -2.115 0.429 0.09
H -1.040 7.914 -0.698 0.06
H -3.720 0.554 0.620 0.13
```

## Properties
lowest unoccupied orbital energy = 0.5 eV
total energy = -1977.4007 a.u.
energy relative to the best compared isomer or geometry (same formula, charge and spin) = 2.8 kcal/mol
molar mass = 410.521 g mol⁻¹
SMILES = COCCNC(=O)CN(Cc1cccs1)C(=O)CCC(=O)Nc1nccs1


> Number 6 is which compound?

C17H22N4O5


> Number 4 is which compound?

C17H22N4O2S